C49H38Cl2FeGeN2OS4 | ωB97M-V/def2-TZVPD

Positions of all 98 atoms, in Å:
Fe -0.55 0.20 -0.21
S 1.10 -0.71 -4.85
C 2.65 -0.94 -4.19
C 2.62 -1.14 -2.86
C 1.29 -1.10 -2.27
C 0.37 -0.88 -3.29
C -1.07 -0.77 -3.15
C -1.91 -0.56 -4.26
C -3.27 -0.48 -4.08
C -3.80 -0.63 -2.79
C -2.91 -0.81 -1.76
N -1.58 -0.87 -1.92
H 3.51 -0.96 -4.84
H 3.50 -1.39 -2.29
H -1.49 -0.45 -5.25
H -3.92 -0.30 -4.92
H -4.86 -0.56 -2.59
H -3.26 -0.93 -0.74
N -1.55 -0.39 1.49
C -2.16 -0.06 2.44
C -2.89 0.25 3.56
C -3.22 1.62 3.89
C -3.96 1.89 5.00
C -4.42 0.88 5.86
C -4.10 -0.45 5.55
C -3.36 -0.78 4.44
H -2.87 2.41 3.24
H -4.19 2.93 5.22
H -5.01 1.12 6.74
H -4.45 -1.25 6.20
H -3.13 -1.82 4.23
Cl 0.04 2.46 3.61
C 1.05 1.21 2.92
Cl 1.37 1.38 1.17
H 0.56 0.25 3.05
H 2.03 1.24 3.40
C 1.03 -1.29 -0.85
Ge 2.50 -1.89 0.24
C 3.40 -3.45 -0.57
C 4.79 -3.58 -0.68
C 5.36 -4.73 -1.20
C 4.56 -5.78 -1.61
C 3.18 -5.67 -1.51
C 2.61 -4.52 -1.00
C 1.93 -2.61 1.97
C 2.88 -3.24 2.78
C 2.53 -3.79 4.00
C 1.21 -3.74 4.43
C 0.25 -3.14 3.63
C 0.61 -2.59 2.41
C 3.95 -0.62 0.69
C 4.11 -0.25 2.03
C 5.09 0.64 2.44
C 5.95 1.20 1.51
C 5.83 0.85 0.18
C 4.84 -0.05 -0.22
H 0.16 -1.93 -0.67
H 5.43 -2.77 -0.35
H 6.44 -4.81 -1.27
H 5.01 -6.68 -2.02
H 2.55 -6.49 -1.84
H 1.53 -4.44 -0.93
H 3.91 -3.29 2.46
H 3.28 -4.27 4.61
H 0.93 -4.17 5.39
H -0.78 -3.09 3.96
H -0.16 -2.13 1.80
H 3.45 -0.68 2.78
H 5.17 0.90 3.49
H 6.71 1.90 1.82
H 6.49 1.27 -0.56
H 4.79 -0.29 -1.27
O -1.37 1.84 -0.62
C -2.09 2.70 -1.38
C -3.57 2.53 -1.13
C -4.65 3.15 -1.70
C -5.88 2.76 -1.11
C -5.70 1.87 -0.09
S -4.06 1.50 0.14
C -1.71 2.48 -2.84
C -2.45 2.49 -3.99
C -1.65 2.33 -5.16
C -0.33 2.19 -4.86
S -0.04 2.26 -3.18
C -1.71 4.16 -1.05
C -2.18 5.33 -1.57
C -1.54 6.47 -1.02
C -0.60 6.13 -0.10
S -0.50 4.44 0.11
H -4.57 3.87 -2.49
H -6.84 3.15 -1.41
H -6.45 1.43 0.54
H -3.52 2.59 -4.00
H -2.05 2.30 -6.16
H 0.49 2.03 -5.54
H -2.94 5.38 -2.34
H -1.78 7.49 -1.31
H 0.02 6.79 0.48

The calculation puts the energy relative to the best compared isomer or geometry (same formula, charge and spin) at 72.2 kJ/mol. The total charge is -1. For the electronic energy, the calculation gives -7928.557025 hartree. The spin multiplicity is 6.

Mulliken atomic charge list, values in e, 8 entries: number 1, Fe, carries 0.214; number 2, S, carries -0.274; number 3, C, carries -0.974; number 4, C, carries -1.111; number 5, C, carries 0.294; number 6, C, carries 0.970; number 7, C, carries 0.846; number 8, C, carries -0.843

C49H38NOP2ReS | ωB97M-V/def2-TZVPD

Positions of all 93 atoms, in Å:
Re 0.14 0.22 -0.12
O -1.94 1.72 1.84
S -1.91 1.16 0.49
C -2.39 2.43 -0.67
C -3.27 3.42 -0.27
C -3.61 4.40 -1.19
C -3.08 4.39 -2.48
C -2.18 3.40 -2.85
C -1.81 2.42 -1.94
P -0.58 1.16 -2.27
C 1.03 1.80 -1.72
C 2.14 0.93 -1.86
C 3.40 1.34 -1.44
C 3.56 2.60 -0.88
C 2.47 3.46 -0.73
C 1.21 3.07 -1.13
C -0.56 0.75 -4.01
C 0.44 1.20 -4.86
C 0.37 0.92 -6.21
C -0.70 0.19 -6.71
C -1.71 -0.27 -5.86
C -1.64 0.01 -4.51
C -3.16 -0.09 0.30
C -4.50 0.27 0.32
C -5.47 -0.72 0.34
C -5.09 -2.06 0.35
C -3.75 -2.41 0.33
C -2.77 -1.43 0.31
P -1.01 -1.87 0.24
C -0.81 -3.14 -1.01
C -0.61 -2.79 -2.35
C -0.55 -3.78 -3.32
C -0.70 -5.11 -2.96
C -0.89 -5.46 -1.64
C -0.95 -4.48 -0.66
C -0.53 -2.54 1.83
C 0.64 -3.31 1.93
C 1.02 -3.80 3.16
C 0.26 -3.53 4.29
C -0.89 -2.76 4.20
C -1.29 -2.26 2.96
H -3.65 3.45 0.74
H -4.30 5.18 -0.90
H -3.36 5.15 -3.18
H -1.76 3.40 -3.85
H 2.02 -0.03 -2.35
H 4.25 0.68 -1.56
H 4.54 2.93 -0.58
H 2.61 4.44 -0.30
H 0.36 3.74 -1.02
H 1.28 1.78 -4.48
H 1.14 1.27 -6.88
H -0.76 -0.03 -7.77
H -2.54 -0.83 -6.26
H -2.43 -0.34 -3.85
H -4.80 1.31 0.32
H -6.52 -0.46 0.35
H -5.85 -2.83 0.37
H -3.47 -3.46 0.32
H -0.49 -1.75 -2.64
H -0.39 -3.50 -4.35
H -0.65 -5.88 -3.72
H -1.00 -6.50 -1.36
H -1.10 -4.78 0.37
H 1.22 -3.55 1.05
H 1.91 -4.42 3.24
H 0.56 -3.93 5.25
H -1.48 -2.55 5.07
H -2.18 -1.66 2.90
N 1.33 0.30 1.17
C 2.13 0.69 2.21
C 1.60 1.59 3.17
C 1.93 1.43 4.53
C 1.40 2.29 5.48
C 0.56 3.32 5.08
C 0.22 3.49 3.74
C 0.71 2.62 2.79
C 3.44 0.11 2.26
C 3.73 -1.07 1.54
C 4.99 -1.62 1.60
C 5.99 -0.99 2.35
C 5.73 0.19 3.03
C 4.47 0.74 3.00
H 2.55 0.60 4.84
H 1.64 2.15 6.52
H 0.16 4.00 5.82
H -0.43 4.30 3.44
H 0.46 2.75 1.75
H 2.94 -1.55 0.98
H 5.21 -2.54 1.07
H 6.98 -1.43 2.38
H 6.52 0.68 3.58
H 4.28 1.69 3.49

The calculation puts the energy relative to the best compared isomer or geometry (same formula, charge and spin) at 0.0 kJ/mol. The total charge is +3. For the electronic energy, the calculation gives -3178.268887 hartree. The spin multiplicity is 2.

Mulliken atomic charge list, values in e, 8 entries: number 1, Re, carries 0.709; number 2, O, carries -0.789; number 3, S, carries 1.388; number 4, C, carries 0.263; number 5, C, carries -0.719; number 6, C, carries -0.914; number 7, C, carries -0.834; number 8, C, carries -0.717

C49H40BrCrN4O2P2 | ωB97M-V/def2-TZVPD

Positions of all 99 atoms, in Å:
Cr -0.11 -0.07 0.26
O -0.43 -1.61 1.38
C -1.43 -1.85 2.16
C -1.42 -3.04 2.92
C -2.45 -3.37 3.76
C -3.56 -2.52 3.88
C -3.60 -1.36 3.16
C -2.56 -0.98 2.28
C -2.67 0.27 1.61
N -1.78 0.76 0.79
N -1.95 2.03 0.38
C -0.89 2.46 -0.26
O 0.10 1.69 -0.51
C -0.79 3.89 -0.60
C 0.40 4.38 -1.13
C 0.53 5.73 -1.40
C -0.53 6.59 -1.15
C -1.71 6.10 -0.62
C -1.85 4.76 -0.34
H -0.56 -3.68 2.81
H -2.42 -4.29 4.32
H -4.37 -2.78 4.54
H -4.45 -0.69 3.25
H -3.55 0.88 1.81
H 1.21 3.69 -1.33
H 1.46 6.12 -1.80
H -0.43 7.64 -1.37
H -2.53 6.78 -0.41
H -2.76 4.35 0.06
C 0.95 -2.30 -1.93
P -0.74 -1.88 -1.33
C -1.74 -2.06 -2.86
C -1.18 -2.42 -4.09
C -1.97 -2.50 -5.22
C -3.33 -2.23 -5.15
C -3.89 -1.88 -3.94
C -3.10 -1.79 -2.81
C -1.24 -3.43 -0.50
C -2.56 -3.61 -0.10
C -2.96 -4.79 0.49
C -2.05 -5.82 0.70
C -0.72 -5.62 0.36
C -0.31 -4.43 -0.21
C 1.95 -1.87 -0.90
C 3.20 -2.35 -0.60
C 3.76 -1.43 0.32
C 2.82 -0.45 0.51
C 2.83 0.83 1.30
P 1.12 0.95 1.99
C 0.71 2.66 2.42
C -0.58 2.84 2.94
C -1.06 4.10 3.18
C -0.27 5.21 2.90
C 1.00 5.04 2.39
C 1.49 3.77 2.15
C 1.25 0.09 3.58
C 1.76 -1.21 3.52
C 1.80 -1.99 4.66
C 1.30 -1.50 5.85
C 0.81 -0.21 5.92
C 0.79 0.59 4.79
N 1.71 -0.73 -0.22
H 1.11 -1.70 -2.84
H 1.03 -3.35 -2.21
H -0.13 -2.65 -4.17
H -1.51 -2.76 -6.16
H -3.94 -2.30 -6.04
H -4.95 -1.67 -3.87
H -3.55 -1.48 -1.87
H -3.28 -2.82 -0.24
H -3.99 -4.92 0.79
H -2.37 -6.75 1.13
H 0.01 -6.40 0.55
H 0.74 -4.29 -0.41
H 3.66 -3.25 -0.97
H 4.74 -1.49 0.76
H 2.98 1.68 0.63
H 3.58 0.85 2.09
H -1.19 1.97 3.13
H -2.06 4.23 3.58
H -0.66 6.20 3.07
H 1.61 5.90 2.16
H 2.49 3.64 1.74
H 2.12 -1.59 2.57
H 2.21 -2.99 4.61
H 1.30 -2.13 6.73
H 0.44 0.18 6.85
H 0.41 1.60 4.85
Br -3.37 1.43 -2.68
C -1.71 1.20 -3.57
C -1.62 1.54 -4.92
C -0.37 1.44 -5.51
C 0.71 1.06 -4.73
C 0.49 0.74 -3.40
N -0.71 0.77 -2.84
H -2.49 1.87 -5.46
H -0.25 1.67 -6.55
H 1.70 1.01 -5.15
H 1.30 0.48 -2.73

The calculation puts the energy relative to the best compared isomer or geometry (same formula, charge and spin) at 0.0 kJ/mol. For the electronic energy, the calculation gives -6561.984414 hartree. The spin multiplicity is 2.

Mulliken atomic charge list, values in e, 8 entries: number 1, Cr, carries -1.560; number 2, O, carries 0.228; number 3, C, carries 0.104; number 4, C, carries -0.667; number 5, C, carries -0.782; number 6, C, carries -0.946; number 7, C, carries -0.806; number 8, C, carries 1.012

C49H40MgN6P3S4 | ωB97M-V/def2-TZVPD

Positions of all 103 atoms, in Å:
Mg -0.81 0.33 -0.21
N -1.42 4.51 0.74
C -1.02 4.13 2.01
C -0.82 4.86 3.18
C -0.41 4.15 4.28
C -0.20 2.76 4.22
C -0.40 2.05 3.05
C -0.81 2.76 1.93
N -1.10 2.32 0.62
C -1.45 3.40 -0.03
C -1.84 3.49 -1.44
C -2.48 4.54 -2.03
S -2.76 4.18 -3.67
C -2.01 2.65 -3.46
N -1.57 2.43 -2.26
H -1.65 5.44 0.45
H -0.99 5.93 3.21
H -0.24 4.67 5.22
H 0.14 2.23 5.10
H -0.23 0.98 3.01
H -2.82 5.46 -1.59
H -1.92 1.95 -4.27
C 2.97 -0.83 -3.09
N 2.09 -0.35 -2.02
P 1.03 -1.44 -1.19
C 0.71 -2.70 -2.49
C 1.51 -3.82 -2.74
C 1.20 -4.68 -3.79
C 0.10 -4.43 -4.59
C -0.71 -3.33 -4.34
C -0.41 -2.48 -3.29
C 2.12 -2.36 -0.06
C 3.42 -1.94 0.22
C 4.18 -2.61 1.17
C 3.65 -3.70 1.84
C 2.35 -4.11 1.58
C 1.59 -3.45 0.63
P 1.47 1.27 -1.97
C 2.85 2.29 -1.34
C 4.17 1.85 -1.24
C 5.15 2.69 -0.74
C 4.84 3.97 -0.32
C 3.52 4.41 -0.39
C 2.54 3.57 -0.90
C 1.51 1.72 -3.76
C 2.15 2.82 -4.30
C 2.00 3.15 -5.65
C 1.20 2.37 -6.47
C 0.54 1.27 -5.94
C 0.69 0.96 -4.60
H 2.42 -1.23 -3.94
H 3.62 -1.62 -2.70
H 3.59 -0.01 -3.44
H 2.37 -4.01 -2.12
H 1.83 -5.54 -3.97
H -0.14 -5.11 -5.40
H -1.59 -3.15 -4.94
H -1.08 -1.65 -3.06
H 3.81 -1.06 -0.27
H 5.19 -2.27 1.38
H 4.24 -4.21 2.60
H 1.92 -4.94 2.13
H 0.57 -3.76 0.44
H 4.42 0.84 -1.54
H 6.17 2.33 -0.66
H 5.61 4.62 0.08
H 3.26 5.40 -0.04
H 1.51 3.91 -0.94
H 2.79 3.44 -3.68
H 2.53 4.01 -6.05
H 1.10 2.62 -7.52
H -0.09 0.66 -6.58
H 0.16 0.10 -4.19
N -3.31 -0.53 -2.13
C -2.45 -0.25 -1.41
S -3.82 0.79 2.71
P -2.90 -0.95 2.82
S -1.21 -1.32 1.78
C -2.45 -1.35 4.55
C -2.10 -2.65 4.90
C -1.66 -2.93 6.19
C -1.55 -1.91 7.12
C -1.90 -0.61 6.77
C -2.35 -0.33 5.49
C -4.10 -2.25 2.37
C -5.05 -2.70 3.29
C -6.00 -3.64 2.91
C -6.03 -4.12 1.60
C -5.10 -3.66 0.68
C -4.13 -2.73 1.06
H -2.15 -3.44 4.16
H -1.40 -3.94 6.46
H -1.19 -2.12 8.12
H -1.81 0.19 7.50
H -2.64 0.67 5.20
H -5.04 -2.31 4.30
H -6.73 -3.99 3.63
H -6.77 -4.85 1.31
H -5.12 -4.01 -0.34
H -3.41 -2.37 0.34
S 3.22 1.23 2.57
C 2.07 0.83 1.50
N 1.26 0.57 0.69

The calculation puts the energy relative to the best compared isomer or geometry (same formula, charge and spin) at 59.0 kJ/mol. The total charge is -1. For the electronic energy, the calculation gives -5037.018690 hartree. The spin multiplicity is 1.

Mulliken atomic charge list, values in e, 8 entries: number 1, Mg, carries 3.743; number 2, N, carries 0.038; number 3, C, carries 0.787; number 4, C, carries -1.251; number 5, C, carries -0.633; number 6, C, carries -1.531; number 7, C, carries -0.433; number 8, C, carries -0.022

C49H40N5O4Pd | ωB97M-V/def2-TZVPD

Positions of all 99 atoms, in Å:
Pd 11.62 14.77 6.96
C 15.72 13.69 5.33
C 16.33 14.84 4.90
C 15.64 16.01 5.09
C 14.35 16.05 5.72
N 13.77 14.88 6.08
C 14.44 13.74 5.90
N 13.81 17.28 5.92
C 12.54 17.53 6.11
N 11.42 16.71 6.06
C 10.32 17.45 6.32
N 9.04 17.14 6.31
C 8.54 15.87 6.14
C 7.12 15.77 6.11
C 6.51 14.56 5.83
C 7.33 13.46 5.69
C 8.70 13.58 5.77
N 9.30 14.79 5.94
C 10.72 18.89 6.50
C 9.97 20.04 6.57
C 10.59 21.27 6.49
C 11.98 21.34 6.41
C 12.76 20.16 6.37
C 12.11 18.95 6.38
H 16.16 12.70 5.30
H 17.30 14.86 4.41
H 16.02 16.99 4.83
H 13.88 12.87 6.22
H 6.50 16.66 6.29
H 5.44 14.56 5.73
H 6.91 12.49 5.56
H 9.42 12.77 5.70
H 8.89 19.93 6.59
H 9.98 22.16 6.51
H 12.52 22.26 6.30
H 13.82 20.17 6.19
C 16.08 10.88 9.67
C 14.83 11.52 10.23
C 14.66 11.34 11.72
O 13.69 11.02 9.55
C 12.77 12.10 9.43
C 13.67 13.31 9.22
O 14.85 12.92 9.93
C 13.03 14.64 9.69
O 11.82 14.81 9.08
C 13.93 15.85 9.39
C 13.36 17.11 9.54
C 14.12 18.25 9.38
C 15.48 18.14 9.11
C 16.05 16.88 8.96
C 15.27 15.75 9.04
C 12.77 14.62 11.19
C 13.83 14.66 12.12
C 13.57 14.70 13.49
C 12.25 14.63 13.92
C 11.21 14.57 12.99
C 11.47 14.57 11.64
C 11.66 11.88 8.32
O 11.74 12.71 7.24
C 10.35 11.97 9.11
C 10.17 11.12 10.20
C 9.01 11.19 10.94
C 7.95 12.07 10.55
C 8.17 12.91 9.47
C 9.38 12.86 8.79
C 11.73 10.48 7.67
C 10.65 9.62 7.61
C 10.68 8.46 6.84
C 11.82 8.11 6.13
C 12.94 8.94 6.21
C 12.88 10.10 6.96
H 16.06 9.79 9.81
H 16.98 11.31 10.15
H 16.10 11.08 8.58
H 14.77 10.29 11.99
H 13.67 11.68 12.01
H 15.34 11.93 12.35
H 12.20 12.26 10.38
H 13.92 13.43 8.19
H 12.29 17.18 9.76
H 13.63 19.22 9.43
H 16.12 19.03 9.04
H 17.12 16.83 8.71
H 15.69 14.74 8.98
H 14.85 14.65 11.77
H 14.40 14.77 14.18
H 12.00 14.68 14.97
H 10.19 14.56 13.38
H 10.71 14.57 10.88
H 10.97 10.45 10.51
H 8.83 10.51 11.80
H 7.08 12.14 11.16
H 7.44 13.64 9.13
H 9.56 13.54 7.99
H 9.74 9.91 8.10
H 9.80 7.82 6.76
H 11.85 7.20 5.52
H 13.83 8.67 5.65
H 13.78 10.71 7.01

The total charge is -1. For the electronic energy, the calculation gives -2593.914476 hartree. The spin multiplicity is 3.

Mulliken atomic charge list, values in e, 8 entries: number 1, Pd, carries 0.189; number 2, C, carries -1.139; number 3, C, carries -0.625; number 4, C, carries -0.551; number 5, C, carries -0.075; number 6, N, carries 0.699; number 7, C, carries -1.057; number 8, N, carries -0.247